75
Properties=species:S:1:pos:R:3:forces:R:3 method="wB97M-V/def2-TZVPD" e_homo_ev="0.7 / 0.8" e_lumo_ev="3.95 / 3.95" charge=-2 energy_ha=-7121.7252 e_above_lowest_ev=0.000 gap_ev="3.2 / 3.1" fmax_ev_per_a=0.935
Br 5.053795 3.230895 -2.403688 -0.005 -0.022 0.007
Ti -0.270107 0.664111 -0.422333 -0.069 0.825 0.434
S 0.784370 2.952637 -0.982517 0.023 -0.106 0.024
S -2.205991 2.959020 -2.290578 0.031 0.144 -0.014
S -0.276668 3.556167 -2.653413 -0.125 0.024 -0.046
S -2.074415 0.894210 -2.278595 0.021 -0.166 0.061
P -1.868963 -2.357222 0.792236 -0.203 0.275 0.323
O -1.204261 -1.130239 0.306568 0.221 -0.446 -0.542
O -1.379426 1.540259 0.831511 0.170 -0.166 0.112
O 3.798680 1.686446 4.694830 0.060 -0.005 -0.023
O 1.025650 0.493537 0.988283 0.135 0.279 -0.387
O 0.999781 -0.310239 -1.778951 -0.177 -0.226 0.162
O 1.911723 -2.301563 -1.299250 0.001 0.053 -0.063
C 0.058434 1.841188 2.719495 -0.078 0.009 -0.163
C -2.380128 2.646160 2.668012 0.072 -0.014 -0.117
C -2.797093 -4.748848 -0.342730 0.014 0.024 -0.001
C -0.609065 -4.936547 -2.041730 -0.005 -0.009 0.005
C 4.437878 -1.172785 -1.027846 -0.017 -0.020 -0.007
C -1.584035 -5.922819 -2.052437 -0.006 0.019 0.014
C -1.806738 -3.767161 -0.322836 -0.031 -0.018 -0.027
C 0.308690 2.413736 4.000985 0.041 -0.018 0.021
C -4.406348 -2.723148 2.006051 0.030 -0.012 -0.001
C -1.216287 -4.140865 2.885947 0.017 0.050 -0.006
C 4.897551 1.140984 4.009386 -0.015 0.006 0.030
C -6.249964 -1.252333 1.550495 0.012 -0.002 -0.004
C -5.453756 -0.517500 0.684342 -0.003 -0.008 0.006
C 1.526027 2.340053 4.632037 -0.093 0.001 -0.054
C -1.127933 -2.854774 2.357811 -0.014 -0.131 0.034
C -3.612299 -1.998431 1.119425 0.031 -0.004 0.022
C -1.181920 1.975491 2.049038 -0.104 -0.150 -0.075
C 0.064890 -3.431609 4.793462 -0.013 -0.014 -0.016
C 0.166418 -2.154103 4.260733 0.005 0.003 0.003
C -2.680462 -5.829216 -1.202783 -0.009 -0.028 -0.018
C 2.406381 1.084833 2.778048 0.014 -0.095 0.093
C 2.594635 1.680984 4.004288 0.006 -0.083 -0.091
C -0.711425 -3.853816 -1.177665 0.012 0.025 -0.015
C 1.155220 1.124923 2.127029 -0.050 0.004 0.201
C 3.348423 -0.438104 -1.480508 0.011 0.024 0.010
C 5.698801 -0.598928 -0.973473 0.020 0.013 -0.001
C 3.518810 0.883100 -1.882798 -0.039 -0.022 0.020
C 5.886270 0.714555 -1.384656 -0.027 -0.020 0.000
C -4.131051 -0.881376 0.466471 0.012 0.041 -0.028
C 4.788596 1.428901 -1.835535 0.030 0.045 -0.010
C -0.429466 -1.862617 3.041883 -0.007 0.037 -0.008
C 1.969132 -1.083940 -1.514792 0.174 -0.139 0.086
C -5.725554 -2.354487 2.216603 -0.025 0.013 0.001
C -0.623857 -4.425728 4.107201 0.010 -0.004 0.017
H 3.192622 0.557148 2.253974 0.010 0.008 0.000
H 0.718340 -1.376841 4.774768 0.001 0.006 0.001
H 2.654624 1.466218 -2.179162 -0.009 0.013 -0.005
H -1.499790 -6.762745 -2.732095 0.000 -0.003 0.000
H -2.370818 2.623840 3.758775 -0.010 -0.015 -0.006
H 1.689729 2.805975 5.596757 -0.014 0.002 -0.005
H -7.278729 -0.958180 1.722577 0.002 -0.002 0.000
H -3.277751 2.130956 2.316916 -0.021 0.028 0.005
H -6.340275 -2.914796 2.910912 0.003 -0.001 -0.001
H 0.535679 -3.661477 5.741961 0.002 0.003 0.002
H -0.684899 -5.426809 4.517182 0.000 0.000 -0.001
H 4.266415 -2.194409 -0.716213 -0.008 -0.003 -0.002
H 4.767995 0.069402 3.819041 -0.004 0.001 -0.001
H -0.333875 -0.873482 2.609465 -0.003 -0.010 0.002
H -1.724448 -4.923412 2.333246 -0.002 -0.006 -0.001
H 5.767282 1.287537 4.649742 0.001 -0.005 0.000
H 0.062642 -3.087041 -1.184964 0.014 -0.012 0.020
H 0.241373 -4.993191 -2.709159 0.001 -0.001 0.001
H -5.847805 0.354903 0.178757 -0.006 -0.002 0.004
H -3.986773 -3.560605 2.553365 -0.006 0.006 -0.006
H -3.452057 -6.589489 -1.222147 0.000 0.000 -0.001
H -3.501821 -0.283625 -0.191451 0.010 -0.024 0.003
H 6.863111 1.178484 -1.352194 0.000 0.003 -0.002
H -2.458026 3.691084 2.344711 -0.024 0.029 0.034
H 5.063679 1.641170 3.049709 -0.002 0.004 -0.002
H 6.545597 -1.169490 -0.609071 -0.005 -0.004 0.001
H -0.485791 2.961219 4.493025 0.006 -0.003 -0.008
H -3.668719 -4.659707 0.294782 0.002 0.000 -0.003

***

14
Properties=species:S:1:pos:R:3:forces:R:3 method="wB97M-V/def2-TZVPD" e_homo_ev=-9.3 smiles=C[C@H](N)CO e_lumo_ev=0.99 energy_ha=-249.6553 e_above_lowest_ev=1.588 gap_ev=10.3 fmax_ev_per_a=3.484
O 2.198421 0.099870 -0.101180 -0.326 0.542 0.310
N -1.286865 -1.090228 -0.073294 0.306 0.738 -3.391
C -0.812259 1.300288 0.013226 2.061 1.382 -0.744
C 0.989107 -0.477030 0.347135 1.225 -0.555 2.971
C -0.255713 -0.092566 -0.393006 -0.572 -0.256 -1.409
H -1.406937 -0.961825 0.868700 -0.760 -0.679 2.820
H 0.067678 -0.176663 -1.490171 -1.025 0.433 1.053
H 1.184685 -1.632371 0.310719 -0.938 1.864 0.439
H 2.165336 -0.088650 -1.026748 0.604 0.071 -1.149
H -1.030112 1.392214 1.062184 -0.490 -0.725 0.678
H -1.661970 1.741066 -0.539425 0.476 -0.733 -0.020
H -1.058391 -2.023363 -0.400353 0.019 0.169 0.633
H 0.867218 -0.047813 1.437074 0.279 -1.425 -1.679
H 0.039804 2.057068 -0.014858 -0.860 -0.826 -0.514

***

19
Properties=species:S:1:pos:R:3:forces:R:3 method="wB97M-V/def2-TZVPD" e_homo_ev=-9.5 smiles="CCCCC=O.O" e_lumo_ev=0.98 energy_ha=-348.1443 e_above_lowest_ev=1.646 gap_ev=10.5 fmax_ev_per_a=3.513
O -1.033391 1.648016 3.665042 -0.399 0.219 0.329
O 0.735219 1.530452 0.664315 -0.396 0.307 -0.196
C -0.520071 -1.418913 -1.997101 1.203 -3.188 0.854
C 1.070411 0.503569 0.160320 1.687 -1.689 0.345
C 0.380063 -0.860566 0.248724 0.137 0.995 -0.934
C -0.729018 0.021498 -2.281430 -0.483 1.168 0.091
C 0.674601 -1.732510 -1.001983 -0.083 1.828 -1.381
H -1.218769 2.538070 3.351973 0.289 0.075 -0.411
H 0.186484 0.606112 -2.449328 -0.016 -0.333 0.036
H -1.284125 0.524413 -1.473923 0.201 -0.081 -0.274
H 0.981965 -2.755212 -0.748883 -0.998 0.020 -0.210
H 2.075636 0.347572 -0.345447 -0.455 0.763 0.050
H -0.262387 -1.978615 -2.909685 -0.433 0.197 0.059
H 0.674002 -1.352667 1.159791 0.287 -0.021 0.498
H 1.509914 -1.413035 -1.700710 -0.109 0.284 1.575
H -0.672571 -0.567770 0.339266 -0.071 -0.690 0.042
H -1.370733 -1.916736 -1.517385 -0.380 0.355 -0.526
H -1.635604 1.605651 4.417044 0.117 -0.348 0.085
H -1.327192 0.114871 -3.185700 -0.099 0.140 -0.035